Run 1
This record from the Open Molecules 2025 dataset describes 13 unconnected molecules or ions with the total composition C40H113N7O13. The level of theory is ωB97M-V/def2-TZVPD.

Structure (ORCA input):
```
! RIJCOSX wB97M-V def2-TZVPD def2/J DEFGRID3
* xyz 0 1
C 4.627 27.830 14.700
C 5.515 28.953 14.115
O 6.001 29.677 15.243
H 4.464 27.089 13.918
H 3.731 28.294 15.111
H 5.162 27.359 15.524
H 4.970 29.656 13.480
H 6.389 28.578 13.578
H 6.724 30.250 14.972
C 3.497 30.309 8.798
C 3.720 29.214 9.855
O 4.231 28.061 9.186
H 2.961 29.921 7.931
H 4.460 30.727 8.513
H 2.798 31.039 9.208
H 2.766 28.958 10.317
H 4.448 29.506 10.614
H 5.142 28.211 8.888
C 0.779 31.401 5.883
C -0.168 30.357 5.308
O -0.549 30.644 3.978
H 1.689 31.466 5.282
H 1.103 31.188 6.903
H 0.377 32.416 5.869
H -1.141 30.378 5.809
H 0.143 29.318 5.403
H -1.200 31.349 3.984
C 3.926 24.113 11.950
C 4.418 24.981 10.814
O 4.405 26.301 11.288
H 4.472 24.144 12.893
H 3.917 23.065 11.639
H 2.892 24.324 12.231
H 3.780 24.805 9.946
H 5.462 24.726 10.608
H 4.369 26.950 10.568
C 4.276 32.411 3.914
C 5.065 32.288 5.182
O 6.137 31.373 4.969
H 3.837 31.462 3.601
H 4.999 32.719 3.158
H 3.426 33.080 4.051
H 4.417 31.887 5.967
H 5.468 33.273 5.432
H 6.624 31.327 5.811
C 7.554 27.550 10.700
C 8.056 28.080 9.352
O 6.944 28.341 8.467
H 8.408 27.214 11.290
H 6.928 26.680 10.503
H 6.976 28.265 11.282
H 8.716 27.379 8.840
H 8.637 29.003 9.394
H 7.042 27.774 7.696
C -0.072 33.475 9.417
C 0.905 34.582 8.981
C 0.085 35.770 8.475
O -0.740 35.338 7.444
C -1.792 36.187 7.063
N 1.729 34.921 10.146
H 0.381 32.608 9.898
H -0.709 33.081 8.622
H -0.895 33.792 10.067
H 1.435 34.180 8.116
H 0.749 36.592 8.183
H -0.507 36.188 9.299
H -2.422 36.347 7.943
H -2.343 35.666 6.281
H -1.486 37.165 6.683
H 2.287 35.738 9.916
H 1.050 35.333 10.780
C -3.273 27.099 9.565
C -2.568 26.312 8.464
C -1.036 26.526 8.553
O -0.716 27.900 8.223
C 0.678 28.063 8.022
N -2.930 24.892 8.561
H -4.342 27.096 9.343
H -2.872 28.112 9.571
H -3.192 26.592 10.527
H -2.839 26.666 7.466
H -0.580 25.831 7.841
H -0.583 26.306 9.523
H 0.986 27.425 7.191
H 1.281 27.893 8.916
H 0.829 29.088 7.683
H -2.603 24.357 7.767
H -3.934 24.784 8.601
C 8.975 30.510 6.558
C 8.290 31.478 7.501
C 8.398 32.971 7.063
O 9.729 33.437 7.041
C 10.287 33.789 8.294
N 6.881 31.151 7.626
H 8.717 29.482 6.808
H 10.040 30.653 6.750
H 8.793 30.697 5.500
H 8.722 31.350 8.501
H 7.831 33.622 7.733
H 7.989 32.997 6.052
H 9.649 34.237 9.063
H 11.068 34.529 8.125
H 10.724 32.957 8.854
H 6.783 30.249 8.083
H 6.427 31.856 8.205
C 7.410 31.165 11.193
C 7.509 32.671 11.173
C 6.162 33.366 10.883
O 5.696 32.843 9.634
C 4.491 33.411 9.148
N 8.120 33.231 12.407
H 6.973 30.835 12.139
H 8.344 30.609 11.104
H 6.773 30.841 10.370
H 8.173 33.039 10.386
H 6.344 34.441 10.811
H 5.382 33.150 11.617
H 3.677 32.983 9.731
H 4.291 33.243 8.090
H 4.563 34.492 9.296
H 8.209 34.227 12.243
H 9.066 32.876 12.470
C -1.030 31.039 13.180
C -1.065 30.366 11.842
C -0.542 28.944 11.828
O 0.759 28.806 12.341
C 1.309 27.471 12.476
N -2.412 30.476 11.252
H -0.101 30.705 13.646
H -1.873 30.806 13.833
H -1.059 32.127 13.101
H -0.442 30.900 11.119
H -0.521 28.555 10.804
H -1.305 28.316 12.307
H 1.164 26.951 11.528
H 0.780 26.946 13.275
H 2.353 27.497 12.779
H -3.022 29.774 11.656
H -2.789 31.370 11.536
C 5.146 34.521 14.332
C 4.504 33.432 15.194
C 4.069 32.239 14.384
O 2.999 32.575 13.516
C 2.629 31.488 12.658
N 5.511 33.037 16.190
H 6.024 34.178 13.782
H 5.491 35.352 14.948
H 4.425 34.863 13.588
H 3.594 33.914 15.566
H 3.757 31.407 15.022
H 4.900 31.897 13.759
H 2.173 30.708 13.268
H 3.519 31.111 12.147
H 1.927 31.826 11.897
H 5.702 33.839 16.779
H 5.101 32.385 16.851
C 3.078 28.736 5.238
C 4.279 27.922 5.697
C 4.032 26.429 5.471
O 2.860 25.981 6.147
C 3.064 25.630 7.504
N 5.458 28.329 4.907
H 2.157 28.532 5.787
H 2.823 28.590 4.186
H 3.252 29.809 5.347
H 4.510 28.161 6.737
H 4.916 25.825 5.690
H 3.832 26.256 4.412
H 3.792 24.811 7.540
H 2.183 25.182 7.960
H 3.515 26.461 8.050
H 5.634 29.326 4.963
H 5.197 28.191 3.936
*
```

Summary:
HOMO   -8.919 eV
E_LUMO   0.475 eV
Gap between HOMO and LUMO   9.4 eV

Löwdin population analysis, charges in e, atoms 1 to 8: -0.06, -0.31, -0.10, 0.05, 0.07, 0.07, 0.08, 0.10

---

Run 2
This record from the Open Molecules 2025 dataset describes 13 unconnected molecules or ions with the total composition C40H113N7O13. The level of theory is ωB97M-V/def2-TZVPD.

Structure (ORCA input):
```
! RIJCOSX wB97M-V def2-TZVPD def2/J DEFGRID3
* xyz 0 1
C -4.088 5.547 -2.694
C -3.000 4.573 -3.052
C -2.994 3.353 -2.259
O -3.032 4.180 -4.361
H -4.147 6.429 -3.332
H -3.955 5.880 -1.665
H -5.036 5.016 -2.790
H -2.124 5.194 -2.860
H -2.321 2.572 -2.612
H -3.947 2.844 -2.402
H -2.928 3.625 -1.205
H -3.193 4.968 -4.885
C 0.922 -0.511 -0.306
C -0.491 0.110 -0.179
C -1.172 0.242 -1.489
O -1.286 -0.708 0.720
H 0.776 -1.507 -0.723
H 1.557 -0.693 0.561
H 1.476 -0.008 -1.099
H -0.309 1.022 0.390
H -0.821 0.733 -2.397
H -2.156 0.697 -1.374
H -1.398 -0.781 -1.789
H -2.053 -1.042 0.251
C 1.538 2.812 -3.067
C 2.976 3.105 -2.705
C 3.244 4.081 -1.617
O 3.457 1.838 -2.347
H 1.013 2.495 -2.166
H 1.373 2.120 -3.893
H 1.150 3.758 -3.445
H 3.504 3.491 -3.577
H 4.291 4.265 -1.376
H 2.897 3.731 -0.645
H 2.661 4.998 -1.703
H 3.463 1.414 -3.208
C 4.929 -2.262 0.016
C 5.875 -1.583 -1.036
C 5.680 -2.240 -2.387
O 5.668 -0.173 -1.113
H 5.036 -1.751 0.973
H 5.074 -3.325 0.209
H 3.907 -2.186 -0.354
H 6.938 -1.703 -0.828
H 6.359 -1.776 -3.102
H 4.654 -2.154 -2.746
H 5.804 -3.320 -2.316
H 4.824 0.037 -1.519
O -0.071 -3.146 2.341
H 0.884 -3.167 2.281
H -0.345 -2.597 1.606
O -2.066 1.216 -5.125
H -2.276 1.911 -4.500
H -2.469 1.502 -5.945
C 4.932 -3.698 3.196
C 3.429 -3.546 3.420
C 3.112 -2.292 4.303
O 3.318 -2.441 5.699
C 2.413 -3.187 6.422
N 2.814 -3.383 2.092
H 5.161 -4.592 2.616
H 5.386 -3.971 4.149
H 5.376 -2.770 2.835
H 3.100 -4.530 3.752
H 2.107 -1.902 4.144
H 3.697 -1.421 4.007
H 2.426 -4.198 6.017
H 1.388 -2.830 6.322
H 2.618 -3.145 7.492
H 3.002 -4.156 1.469
H 3.150 -2.528 1.673
C 4.087 5.359 2.856
C 3.595 4.211 3.711
C 3.086 2.951 2.932
O 2.012 2.328 3.713
C 1.332 1.303 2.950
N 4.588 3.800 4.699
H 3.167 5.782 2.451
H 4.783 5.133 2.048
H 4.569 6.140 3.444
H 2.693 4.528 4.234
H 3.893 2.224 2.837
H 2.801 3.264 1.928
H 1.135 1.658 1.939
H 0.406 1.117 3.495
H 2.059 0.492 2.909
H 4.707 4.614 5.284
H 4.179 3.037 5.219
C -4.947 -2.298 -1.780
C -4.915 -2.561 -0.273
C -5.467 -3.863 0.220
O -6.963 -3.781 0.176
C -7.583 -5.064 0.256
N -3.520 -2.580 0.095
H -6.004 -2.284 -2.043
H -4.267 -2.911 -2.372
H -4.491 -1.315 -1.899
H -5.417 -1.781 0.300
H -5.336 -4.032 1.288
H -5.134 -4.634 -0.475
H -8.541 -4.904 0.751
H -7.032 -5.686 0.961
H -7.790 -5.672 -0.625
H -3.138 -3.428 -0.298
H -3.486 -2.959 1.030
C 1.007 -1.860 -4.790
C 0.991 -0.394 -5.164
C 2.398 0.036 -5.673
O 3.325 0.098 -4.602
C 4.567 0.683 -4.979
N 0.069 -0.169 -6.246
H 0.065 -2.355 -4.553
H 1.721 -2.032 -3.984
H 1.518 -2.537 -5.474
H 0.676 0.249 -4.342
H 2.368 0.958 -6.253
H 2.685 -0.734 -6.390
H 4.363 1.671 -5.393
H 4.988 0.009 -5.724
H 5.226 0.700 -4.111
H -0.188 -1.006 -6.750
H -0.736 0.203 -5.762
C 3.065 -4.685 -3.182
C 1.944 -4.527 -2.118
C 0.620 -5.215 -2.487
O -0.498 -4.600 -1.863
C -1.686 -5.297 -1.644
N 2.324 -5.124 -0.840
H 3.223 -3.794 -3.791
H 2.881 -5.490 -3.893
H 4.071 -4.857 -2.801
H 1.697 -3.471 -2.007
H 0.724 -6.276 -2.262
H 0.516 -5.082 -3.564
H -2.382 -5.362 -2.480
H -2.099 -4.927 -0.705
H -1.540 -6.338 -1.356
H 2.682 -6.048 -1.034
H 1.449 -5.442 -0.448
C -2.684 0.049 3.587
C -4.008 -0.359 2.788
C -5.030 -0.888 3.689
O -6.444 -0.879 3.184
C -7.434 -1.079 4.256
N -4.620 0.809 2.111
H -2.032 0.611 2.919
H -2.035 -0.782 3.865
H -2.907 0.573 4.517
H -3.751 -1.112 2.043
H -4.984 -0.297 4.603
H -4.881 -1.898 4.070
H -8.172 -1.673 3.717
H -8.060 -0.245 4.575
H -7.230 -1.711 5.121
H -5.552 0.577 1.799
H -4.817 1.518 2.803
C -0.830 4.017 1.538
C -1.052 4.759 2.820
C -2.138 5.855 2.694
O -1.849 6.867 1.690
C -2.622 8.050 2.027
N -1.312 3.654 3.788
H -0.615 4.606 0.646
H -1.603 3.282 1.311
H 0.098 3.448 1.490
H -0.065 5.200 2.961
H -2.234 6.191 3.727
H -3.132 5.497 2.427
H -1.952 8.787 2.470
H -3.575 7.969 2.551
H -2.795 8.603 1.104
H -0.507 3.059 3.922
H -1.950 3.226 3.132
*
```

Summary:
HOMO   -8.956 eV
E_LUMO   0.539 eV
Gap between HOMO and LUMO   9.5 eV

Löwdin population analysis, charges in e, atoms 1 to 8: -0.05, -0.59, -0.05, -0.02, 0.08, 0.09, 0.09, 0.14

---

Run 3
This record from the Open Molecules 2025 dataset describes 13 unconnected molecules or ions with the total composition C40H113N7O13. The level of theory is ωB97M-V/def2-TZVPD.

Structure (ORCA input):
```
! RIJCOSX wB97M-V def2-TZVPD def2/J DEFGRID3
* xyz 0 1
C 6.620 -22.210 -8.877
C 5.211 -22.651 -8.708
C 5.111 -23.796 -7.652
O 6.254 -24.647 -7.665
C 6.243 -25.507 -8.865
N 4.444 -21.490 -8.249
H 7.060 -21.825 -7.957
H 6.756 -21.358 -9.544
H 7.243 -23.069 -9.122
H 4.820 -22.921 -9.690
H 4.232 -24.414 -7.837
H 4.967 -23.472 -6.622
H 5.319 -26.074 -8.975
H 7.147 -26.114 -8.824
H 6.312 -25.040 -9.848
H 4.384 -20.914 -9.076
H 3.489 -21.810 -8.178
C 1.884 -16.218 -2.542
C 1.293 -16.541 -3.866
C 2.279 -17.400 -4.683
O 1.669 -17.958 -5.887
C 1.525 -17.088 -6.911
N 0.077 -17.283 -3.633
H 2.795 -15.621 -2.602
H 1.978 -17.159 -2.001
H 1.148 -15.587 -2.044
H 1.031 -15.602 -4.353
H 2.634 -18.258 -4.112
H 3.164 -16.798 -4.891
H 2.393 -16.683 -7.431
H 0.906 -16.257 -6.573
H 0.924 -17.576 -7.679
H -0.308 -17.397 -4.560
H 0.196 -18.254 -3.385
C -2.601 -24.650 -5.987
C -2.504 -25.188 -7.383
C -1.852 -26.593 -7.510
O -0.536 -26.448 -6.911
C 0.111 -27.684 -6.876
N -3.883 -25.241 -7.880
H -3.130 -23.699 -5.931
H -1.613 -24.468 -5.564
H -3.089 -25.267 -5.231
H -1.900 -24.424 -7.872
H -1.842 -26.932 -8.546
H -2.456 -27.361 -7.027
H -0.367 -28.461 -6.279
H 1.131 -27.597 -6.503
H 0.309 -28.029 -7.891
H -4.478 -25.875 -7.365
H -3.796 -25.675 -8.787
C -4.157 -17.700 -9.669
C -3.029 -18.621 -10.065
C -3.426 -20.120 -10.093
O -3.699 -20.625 -8.754
C -3.428 -22.025 -8.603
N -2.538 -18.159 -11.380
H -3.934 -16.644 -9.827
H -4.600 -17.846 -8.684
H -4.989 -17.891 -10.347
H -2.195 -18.554 -9.367
H -2.707 -20.768 -10.594
H -4.384 -20.190 -10.610
H -3.636 -22.267 -7.561
H -2.409 -22.242 -8.922
H -4.138 -22.556 -9.236
H -2.069 -17.265 -11.388
H -1.817 -18.834 -11.587
C -2.190 -20.998 -5.367
C -1.696 -19.615 -5.179
C -2.134 -18.634 -6.277
O -1.566 -17.364 -6.075
C -1.891 -16.366 -7.008
N -2.233 -19.173 -3.912
H -1.599 -21.500 -6.133
H -3.248 -21.026 -5.629
H -2.044 -21.616 -4.481
H -0.609 -19.685 -5.146
H -3.207 -18.661 -6.464
H -1.704 -19.057 -7.185
H -1.552 -15.419 -6.586
H -2.950 -16.275 -7.250
H -1.290 -16.475 -7.911
H -1.960 -18.207 -3.809
H -1.667 -19.578 -3.179
C -1.033 -25.480 -12.995
C -2.323 -25.349 -12.191
C -2.691 -26.624 -11.433
O -3.810 -26.470 -10.515
C -4.425 -27.752 -10.268
N -2.079 -24.303 -11.138
H -0.742 -24.521 -13.422
H -1.078 -26.159 -13.847
H -0.272 -25.876 -12.323
H -3.157 -24.967 -12.779
H -1.803 -26.938 -10.885
H -2.931 -27.319 -12.238
H -5.078 -27.611 -9.407
H -3.702 -28.491 -9.922
H -5.027 -28.109 -11.104
H -1.286 -24.670 -10.632
H -2.826 -24.414 -10.466
C 1.615 -23.406 -10.716
C 1.334 -24.036 -9.373
C 0.653 -23.057 -8.355
O 1.659 -22.088 -7.958
C 1.236 -21.294 -6.844
N 0.431 -25.140 -9.744
H 2.308 -22.588 -10.517
H 0.703 -23.216 -11.282
H 2.069 -24.123 -11.401
H 2.200 -24.500 -8.901
H 0.271 -23.677 -7.543
H -0.169 -22.569 -8.879
H 0.405 -20.640 -7.108
H 2.004 -20.591 -6.520
H 0.863 -21.907 -6.024
H 0.037 -25.671 -8.980
H 0.950 -25.907 -10.145
C 2.824 -25.273 -5.355
C 3.448 -24.818 -4.085
O 4.114 -25.959 -3.455
H 2.006 -25.990 -5.282
H 3.499 -25.682 -6.107
H 2.544 -24.346 -5.854
H 2.664 -24.516 -3.391
H 4.120 -23.973 -4.239
H 4.154 -25.826 -2.505
C 0.903 -23.048 -15.007
C 1.850 -24.212 -14.938
O 2.062 -24.789 -16.194
H 1.401 -22.244 -15.549
H 0.648 -22.627 -14.034
H 0.015 -23.219 -15.615
H 1.548 -25.040 -14.296
H 2.868 -23.895 -14.715
H 1.248 -25.095 -16.601
C 1.512 -19.033 -10.753
C 0.709 -20.230 -11.330
O -0.336 -19.694 -12.048
H 2.028 -18.472 -11.532
H 2.275 -19.452 -10.097
H 0.903 -18.257 -10.287
H 0.314 -20.775 -10.472
H 1.379 -20.833 -11.942
H -0.744 -20.463 -12.451
C 3.490 -27.021 -11.648
C 2.603 -27.850 -10.800
O 1.270 -27.582 -11.201
H 3.305 -25.975 -11.403
H 3.315 -27.153 -12.716
H 4.563 -27.160 -11.515
H 2.734 -27.676 -9.732
H 2.808 -28.916 -10.904
H 0.889 -28.448 -11.360
C -2.383 -20.661 -14.820
C -2.653 -21.896 -13.930
O -1.918 -21.818 -12.741
H -2.610 -19.776 -14.225
H -2.951 -20.557 -15.744
H -1.318 -20.640 -15.052
H -2.432 -22.832 -14.443
H -3.716 -21.983 -13.704
H -1.911 -22.668 -12.296
C 5.666 -19.677 -3.986
C 5.026 -20.301 -5.189
O 5.621 -19.910 -6.426
H 5.049 -20.001 -3.148
H 5.619 -18.590 -3.924
H 6.648 -20.080 -3.737
H 3.990 -19.961 -5.199
H 4.908 -21.349 -4.915
H 5.310 -20.516 -7.102
*
```

Summary:
HOMO   -8.488 eV
E_LUMO   -0.040 eV
Gap between HOMO and LUMO   8.4 eV

Löwdin population analysis, charges in e, atoms 1 to 8: -0.06, -0.40, -0.18, -0.18, -0.08, 0.06, 0.09, 0.09

---

The structure with the most favorable energy is run 1; the runner-up is 146.0 kJ/mol above it.